No. 1
Below is C3H9HfO12 as an isolated structure at a distorted geometry, with properties calculated with ωB97M-V/def2-TZVPD.

```
25
Properties=species:S:1:pos:R:3:mulliken_charge:R:1
Hf 0.24612 -0.00628 -0.23348 2.115
C 1.30612 -0.36628 -2.53548 0.896
O 0.85712 0.72472 -2.15348 -0.649
O 1.74712 -0.53928 -3.76748 -0.443
O 1.30312 -1.06228 -1.57048 -0.608
H 1.68612 0.30272 -4.21548 0.355
C 1.48012 2.05372 0.41352 0.841
O 1.96912 0.99672 0.18952 -0.502
O 2.13912 3.12072 0.96552 -0.457
O 0.25912 1.94672 0.24152 -0.478
H 1.55612 3.78072 1.33952 0.356
C -1.70588 -0.12628 2.28252 0.617
O -1.56088 0.63872 3.23052 -0.633
O -2.66988 -0.97428 2.16252 -0.433
O -0.89088 0.01472 1.37052 -0.845
H -3.19688 -1.03128 2.96452 0.373
O -1.62888 0.61872 -0.98148 -0.476
H -2.31788 1.00172 -0.45148 0.312
H -1.71088 0.97172 -1.86348 0.327
O -0.84688 -1.86828 -0.39448 -0.464
H -1.72188 -2.18328 -0.11048 0.299
H -0.38688 -2.62528 -0.79348 0.347
O 1.28712 -1.59328 0.95752 -0.429
H 2.05512 -1.56428 1.51152 0.275
H 0.74612 -2.23128 1.44152 0.304
```

Electronic energy in eV: -29132.952
Total charge: +1
E_HOMO in Eh: -0.463
Multiplicity: 1
Molar mass in g/mol: 415.58
Energy above the lowest of the compared OMol25 structures with the same formula, charge and spin in kcal per mole: 3.40

---

No. 2
Below is a 2-piece molecular cluster, C3H9I3Si2 overall at a distorted geometry, with properties calculated with ωB97M-V/def2-TZVPD.

```
17
Properties=species:S:1:pos:R:3:mulliken_charge:R:1
C 0.28102 -1.52822 1.09100 -0.951
C 1.98998 0.91539 -0.07108 -1.173
C -0.85310 1.39075 1.05677 -0.938
Si 0.26125 0.09474 0.16190 0.519
Si -0.79601 -0.28406 -1.89141 0.212
I -2.38542 1.45281 -2.59247 -0.016
I 0.21851 -1.14036 -3.97170 0.006
I -2.91184 -3.55954 -0.93566 -0.470
H -0.74056 -1.79920 0.92113 0.218
H 0.87443 -2.37651 0.78488 0.347
H 0.27168 -1.55988 2.20114 0.339
H 2.52215 1.29128 0.81517 0.347
H 2.67624 0.31871 -0.54562 0.413
H 1.98902 1.80730 -0.70251 0.352
H -1.46691 1.91982 0.26321 0.200
H -1.55220 0.86400 1.76394 0.284
H -0.37824 2.19298 1.65130 0.310
```

Electronic energy in eV: -43315.029
Total charge: 0
E_HOMO (alpha / beta) in Eh: -0.294 / -0.293
Multiplicity: 1
Molar mass in g/mol: 481.99
Energy above the lowest of the compared OMol25 structures with the same formula, charge and spin in kcal per mole: 80.83

---

No. 3
Below is a 2-piece molecular cluster, C3H9I3Si2 overall at a distorted geometry, with properties calculated with ωB97M-V/def2-TZVPD.

```
17
Properties=species:S:1:pos:R:3:mulliken_charge:R:1
C -1.00332 -0.36466 1.75869 -1.055
C -0.32652 2.05644 -0.32808 -0.891
C -0.75220 -0.94787 -1.42366 -0.818
Si -0.28389 0.12887 0.04642 0.371
Si 2.09490 -0.24239 0.18262 0.259
I 3.02943 1.15973 -1.71078 -0.051
I 3.63691 0.48890 2.18609 -0.065
I 0.65207 -4.54142 -0.34739 -0.492
H -0.75315 -1.31582 2.38550 0.365
H -0.87340 0.25130 2.66830 0.391
H -2.07447 -0.49472 1.51890 0.303
H -1.29143 2.46514 -0.83408 0.327
H 0.00682 2.66696 0.57226 0.303
H 0.35506 2.33224 -1.25674 0.215
H -1.66665 -0.92543 -1.94086 0.442
H -0.09143 -0.74840 -2.34768 0.267
H -0.65871 -1.96886 -1.12950 0.130
```

Electronic energy in eV: -43313.377
Total charge: 0
E_HOMO (alpha / beta) in Eh: -0.281 / -0.281
Multiplicity: 1
Molar mass in g/mol: 481.99
Energy above the lowest of the compared OMol25 structures with the same formula, charge and spin in kcal per mole: 118.92

---

No. 4
Below is a 2-piece molecular cluster, C3H9IN overall at a distorted geometry, with properties calculated with ωB97M-V/def2-TZVPD.

```
14
Properties=species:S:1:pos:R:3:mulliken_charge:R:1
C -0.79271 -1.57223 0.02127 -1.174
C 1.02152 0.86901 0.14319 -0.815
C -1.24663 -0.17657 0.23904 -0.220
N -0.37680 0.87600 -0.34010 -0.087
I -3.29375 0.26171 -0.03420 0.217
H 0.16295 -1.78077 0.50236 0.341
H -1.52600 -2.26854 0.42473 0.408
H -0.69435 -1.78409 -1.04964 0.392
H 1.52857 -0.03860 -0.18116 0.349
H 1.55655 1.73108 -0.24908 0.348
H 1.01724 0.90405 1.22996 0.325
H -0.80143 0.36725 2.30590 0.153
H -0.80539 1.78812 -0.12697 0.389
H -0.35790 0.78937 -1.36953 0.373
```

Electronic energy in eV: -12836.841
Total charge: +1
E_HOMO (alpha / beta) in Eh: -0.489 / -0.512
Multiplicity: 1
Molar mass in g/mol: 186.02
Energy above the lowest of the compared OMol25 structures with the same formula, charge and spin in kcal per mole: 92.53

---

No. 5
Below is a 2-piece molecular cluster, C3H9IN overall at a distorted geometry, with properties calculated with ωB97M-V/def2-TZVPD.

```
14
Properties=species:S:1:pos:R:3:mulliken_charge:R:1
C 2.14281 -0.93688 0.01774 -0.967
C -1.05373 -0.79219 0.28486 -1.326
C -0.32645 0.10758 -0.48894 -0.167
N -0.35589 1.52619 0.03185 -0.209
I -3.35932 -0.02901 0.20277 0.060
H 2.91703 -0.26470 0.12540 0.394
H 1.79417 -1.46641 0.80250 0.423
H 2.02286 -1.12594 -1.07791 0.335
H -1.25301 -1.83226 -0.20258 0.455
H -0.99383 -0.66721 1.27917 0.603
H -0.32104 -0.12286 -1.49107 0.375
H -0.52150 2.30650 -0.62366 0.341
H 0.48651 1.64650 0.49588 0.376
H -1.17863 1.65068 0.64399 0.309
```

Electronic energy in eV: -12836.309
Total charge: +1
E_HOMO (alpha / beta) in Eh: -0.486 / -0.479
Multiplicity: 1
Molar mass in g/mol: 186.02
Energy above the lowest of the compared OMol25 structures with the same formula, charge and spin in kcal per mole: 104.79

---

No. 6
Below is a 2-piece molecular cluster, C3H9IN overall at a distorted geometry, with properties calculated with ωB97M-V/def2-TZVPD.

```
14
Properties=species:S:1:pos:R:3:mulliken_spin:R:1
C -1.01994 1.84878 0.43730 0.889
C 0.49020 -0.49621 -1.27849 -0.160
C -0.42988 -0.65250 -0.15751 0.744
N 0.48625 -0.81901 1.03597 -0.002
I 1.65024 -2.49770 -1.75692 0.369
H -1.63497 1.64488 -0.45388 0.035
H -1.46368 2.11041 1.40781 0.027
H -0.23483 2.63984 0.25601 0.020
H 0.19967 -0.18996 -2.25403 0.007
H 1.37108 0.01448 -1.10724 0.018
H -1.35620 -1.04431 -0.23519 0.012
H -0.17921 -0.84445 1.92709 0.006
H 1.14098 0.06595 1.16028 0.008
H 0.98030 -1.78022 1.01879 0.028
```

Electronic energy in eV: -12835.484
Total charge: +1
E_HOMO (alpha / beta) in Eh: -0.459 / -0.496
Multiplicity: 3
Molar mass in g/mol: 186.02
Energy above the lowest of the compared OMol25 structures with the same formula, charge and spin in kcal per mole: 6.14

---

No. 7
Below is a 2-piece molecular cluster, C3H9IN3 overall at a distorted geometry, with properties calculated with ωB97M-V/def2-TZVPD.

```
16
Properties=species:S:1:pos:R:3:mulliken_charge:R:1
C 0.62833 0.27527 0.09020 0.439
C 2.16493 -1.77519 -0.12950 -0.641
C -0.02321 2.60482 -0.24470 -0.907
N 1.20838 -0.72432 0.00835 0.045
N -1.95691 -1.69861 0.20306 -0.721
N -0.13205 1.30250 0.27555 -0.012
I -3.20212 -0.09996 0.04569 0.219
H 1.63541 -2.44106 0.49552 0.303
H 2.13198 -1.98872 -1.14305 0.321
H 2.99413 -1.31827 0.29716 0.356
H 0.81330 3.28740 0.02174 0.332
H -0.84869 3.38968 -0.07325 0.305
H -0.07830 2.67166 -1.30584 0.400
H -2.45579 -2.56866 -0.07302 0.325
H -1.75097 -2.03777 1.15081 0.283
H -1.12841 1.12123 0.38128 -0.046
```

Electronic energy in eV: -15818.296
Total charge: +1
E_HOMO in Eh: -0.473
Multiplicity: 1
Molar mass in g/mol: 214.03
Energy above the lowest of the compared OMol25 structures with the same formula, charge and spin in kcal per mole: 62.45

---

No. 8
Below is a 2-piece molecular cluster, C3H9IN3 overall at a distorted geometry, with properties calculated with ωB97M-V/def2-TZVPD.

```
16
Properties=species:S:1:pos:R:3:mulliken_spin:R:1
C -0.59912 -2.61612 0.80875 0.084
C 0.51184 -2.24998 0.14190 -0.033
C 0.48723 1.88726 0.06685 0.057
N -0.17917 1.10780 -0.75165 -0.017
N 1.00114 3.13356 -0.12633 0.038
N -0.66089 -0.17465 -0.31676 0.500
I -2.62685 -0.13074 0.39493 1.358
H -1.44244 -3.10339 0.30440 -0.002
H -0.58340 -2.56148 1.88872 0.003
H 1.35368 -1.87040 0.66276 0.006
H 0.69751 -2.50441 -0.90904 0.002
H 0.63350 1.11671 0.86413 0.004
H -0.61721 1.48815 -1.61737 0.015
H 1.51886 3.49539 0.69997 -0.002
H 1.09139 3.74128 -0.94273 -0.002
H -0.58605 -0.75898 -1.16854 -0.011
```

Electronic energy in eV: -15815.073
Total charge: +1
E_HOMO (alpha / beta) in Eh: -0.386 / -0.460
Multiplicity: 3
Molar mass in g/mol: 214.03
Energy above the lowest of the compared OMol25 structures with the same formula, charge and spin in kcal per mole: 45.39

---

No. 9
Below is a 2-piece molecular cluster, C3H9INS overall at a distorted geometry, with properties calculated with ωB97M-V/def2-TZVPD.

```
15
Properties=species:S:1:pos:R:3:mulliken_charge:R:1
C 0.99272 -1.89920 0.91535 -0.894
C -0.57852 1.18303 0.34545 -0.192
C -0.97461 0.52301 -0.93773 0.074
N 0.66636 1.89695 0.32705 -0.467
S -2.27505 -0.55111 -1.07445 0.037
I 0.13921 1.05730 -2.65031 0.331
H -0.01938 -2.12741 0.55735 0.141
H 1.72070 -1.95593 0.14770 0.303
H 1.30092 -0.86370 1.32599 0.199
H -1.47380 1.67228 0.73195 0.400
H -0.53396 0.28410 1.03062 0.183
H 1.36155 -2.74942 1.58048 0.298
H 1.28450 1.47871 -0.44554 0.161
H 0.75441 2.90637 0.46669 0.215
H -2.36505 -0.85497 -2.32060 0.212
```

Electronic energy in eV: -23673.503
Total charge: +1
E_HOMO in Eh: -0.506
Multiplicity: 1
Molar mass in g/mol: 218.08
Energy above the lowest of the compared OMol25 structures with the same formula, charge and spin in kcal per mole: 50.19

---

No. 10
Below is a 2-piece molecular cluster, C3H9ISi overall at a distorted geometry, with properties calculated with ωB97M-V/def2-TZVPD.

```
14
Properties=species:S:1:pos:R:3:mulliken_charge:R:1
C 0.71059 1.24341 0.73781 -1.001
C 0.58533 -1.80005 0.52033 -1.105
C -1.43737 0.24425 -1.08994 -0.910
Si 0.31945 -0.11115 -0.41617 0.461
I -3.18421 0.13544 0.07367 0.037
H 1.55468 1.89822 0.42821 0.337
H -0.05061 2.03792 0.67016 0.311
H 0.92076 0.95555 1.79401 0.282
H 0.50504 -1.67150 1.63844 0.291
H 0.21166 -2.76109 0.38909 0.442
H 1.63101 -1.90878 0.28029 0.284
H -1.31776 1.74830 -1.42664 0.202
H -1.58826 -0.22444 -1.96402 0.500
H 1.13969 0.21393 -1.63525 -0.131
```

Electronic energy in eV: -19233.261
Total charge: 0
E_HOMO in Eh: -0.334
Multiplicity: 1
Molar mass in g/mol: 200.10
Energy above the lowest of the compared OMol25 structures with the same formula, charge and spin in kcal per mole: 73.46

---

No. 11
Below is C3H9IrO3 as an isolated structure at a distorted geometry, with properties calculated with ωB97M-V/def2-TZVPD.

```
16
Properties=species:S:1:pos:R:3:mulliken_spin:R:1
Ir 1.12167 1.02958 -0.29179 4.279
O 0.97059 3.46695 -1.20139 0.083
H 0.56427 4.04357 -0.54975 0.002
C 0.87240 -1.24942 1.80819 0.019
O 0.52040 -0.71032 0.54555 0.150
C -0.79597 -1.04714 0.10263 0.026
C -0.96267 -0.50163 -1.30663 0.001
H 1.79750 -0.75928 2.13111 -0.004
H 0.07757 -1.05562 2.54376 0.007
H 1.03555 -2.33243 1.71425 -0.001
H -1.52017 -0.58047 0.79089 -0.009
H -0.91525 -2.14137 0.12849 0.005
H -2.02897 -0.60410 -1.57834 0.009
H -0.39584 -1.14531 -2.00677 -0.002
O -0.54052 0.82479 -1.36734 0.449
H 0.19945 2.76220 -1.46285 -0.015
```

Electronic energy in eV: -12223.752
Total charge: +1
E_HOMO (alpha / beta) in Eh: -0.441 / -0.573
Multiplicity: 6
Molar mass in g/mol: 285.32
Energy above the lowest of the compared OMol25 structures with the same formula, charge and spin in kcal per mole: 0.00

---

No. 12
Below is C3H9MgNO2 as an isolated structure at a distorted geometry, with properties calculated with ωB97M-V/def2-TZVPD.

```
16
Properties=species:S:1:pos:R:3:mulliken_charge:R:1
Mg 0.71495 0.22159 0.03687 0.826
C 2.72696 0.36485 -0.44876 -1.434
H 2.18211 0.39904 -1.41007 0.209
H 2.93518 1.35039 -0.02945 0.360
H 3.65433 -0.17056 -0.61160 0.441
H 2.20973 -0.73610 0.74836 0.164
H 1.50343 -1.05699 1.00419 -0.158
N -1.03487 -0.92665 -0.47575 -0.586
C -2.16684 -0.20596 0.12361 -0.360
C -1.78280 1.22397 0.56458 0.644
O -2.73584 1.90397 0.90606 -0.610
O -0.50508 1.53718 0.53877 -0.670
H -1.30758 -1.24505 -1.40491 0.261
H -0.89162 -1.77518 0.05539 0.300
H -2.98094 -0.12900 -0.59440 0.342
H -2.52112 -0.75548 0.99709 0.271
```

Electronic energy in eV: -14285.860
Total charge: 0
E_HOMO in Eh: -0.292
Multiplicity: 1
Molar mass in g/mol: 115.42

---

> Which formula does entry 9 have?

C3H9INS

---

> What is the multiplicity in the fifth record?

1